A cluster of 2 separate species, C7H13Cl2N3O3 in total, computed with ωB97M-V/def2-TZVPD.

CARTESIAN COORDINATES (ANGSTROEM)
1 N -0.99 -2.53 -0.52
2 N -0.21 -0.28 1.06
3 H -0.39 2.11 -1.25
4 H 2.27 -1.39 1.36
5 H -0.68 2.35 0.50
6 H -2.15 1.18 1.62
7 Cl 4.19 1.31 0.74
8 H 0.41 -0.08 -1.00
9 N -2.11 1.18 -0.45
10 H -3.50 0.28 0.93
11 C 2.75 -0.98 0.48
12 H 0.63 -1.71 -2.40
13 O -1.04 -2.78 -1.64
14 O 1.40 -1.29 -2.75
15 H -2.69 2.00 -0.51
16 C 2.70 0.48 0.45
17 H -2.30 0.62 -1.28
18 C 1.62 1.16 0.19
19 H 3.79 -1.26 0.58
20 C 0.29 0.51 -0.08
21 H 2.39 -1.41 -0.48
22 C -1.57 -0.71 0.95
23 C -2.45 0.50 0.84
24 Cl 1.75 2.91 0.12
25 H 0.38 -1.07 1.25
26 O -1.94 -1.49 -0.22
27 H -1.88 -1.27 1.82
28 C -0.68 1.66 -0.32

orbital gap = 5.2039 eV
LUMO energy = -0.8 eV
calculated total energy = -1584.645968 hartree
charge = 0